{
  "formula": "C31H37N6O4S2SbSe4Ti",
  "method": "ωB97M-V with the def2-TZVPD basis set",
  "total_charge": 0,
  "energy_ev": -362590.858,
  "gap_ev": 4.99,
  "de_lowest_kcal_mol": 43.0,
  "e_homo_ha": -0.2417,
  "fmax_ev_per_a": 0.68,
  "species": ["Ti", "C", "C", "N", "C", "S", "N", "N", "C", "C", "C", "C", "C", "C", "C", "N", "H", "H", "H", "H", "H", "H", "H", "H", "H", "H", "H", "H", "H", "C", "O", "C", "C", "C", "C", "C", "C", "O", "C", "O", "C", "H", "H", "H", "H", "H", "H", "H", "H", "H", "C", "C", "N", "C", "C", "C", "S", "N", "C", "O", "C", "C", "C", "C", "C", "C", "H", "H", "H", "H", "H", "H", "H", "H", "H", "H", "H", "H", "H", "H", "H", "Se", "Sb", "Se", "Se", "Se"],
  "positions_angstrom": [[-0.201, 0.287, 0.765], [-5.527, -2.667, 3.473], [-4.202, -2.783, 2.738], [-3.102, -2.193, 3.492], [-2.494, -1.034, 3.160], [-1.446, -0.422, 4.439], [-2.774, -0.484, 2.019], [-2.066, 0.652, 1.696], [-2.400, 1.838, 2.061], [-3.505, 2.180, 2.993], [-1.570, 2.885, 1.435], [-1.849, 4.231, 1.493], [-1.071, 5.106, 0.736], [-0.068, 4.605, -0.069], [0.198, 3.247, -0.025], [-0.519, 2.415, 0.730], [-6.325, -3.130, 2.891], [-5.489, -3.165, 4.444], [-5.786, -1.620, 3.638], [-3.959, -3.829, 2.537], [-4.241, -2.275, 1.779], [-2.888, -2.564, 4.402], [-3.084, 2.685, 3.865], [-4.212, 2.860, 2.515], [-4.027, 1.285, 3.316], [-2.641, 4.600, 2.127], [-1.255, 6.170, 0.783], [0.566, 5.246, -0.662], [1.031, 2.818, -0.564], [6.435, 1.331, 0.227], [6.249, -0.091, 0.284], [5.006, -0.545, 0.421], [4.874, -1.945, 0.578], [3.643, -2.480, 0.793], [2.472, -1.680, 0.841], [1.233, -2.210, 1.289], [1.014, -3.614, 1.734], [0.190, -1.480, 1.386], [2.638, -0.289, 0.602], [1.609, 0.554, 0.597], [3.890, 0.276, 0.410], [7.508, 1.485, 0.237], [5.972, 1.820, 1.084], [6.005, 1.739, -0.688], [5.764, -2.557, 0.550], [3.563, -3.547, 0.944], [1.862, -4.273, 1.588], [0.143, -3.996, 1.200], [0.774, -3.563, 2.799], [3.942, 1.351, 0.275], [2.003, -0.885, -3.856], [0.954, -1.879, -4.341], [0.360, -2.672, -3.261], [0.937, -3.981, -2.966], [1.992, -3.941, -1.870], [-0.646, -2.183, -2.516], [-1.358, -2.984, -1.234], [-1.108, -0.949, -2.954], [-1.189, 0.075, -2.213], [-0.679, 0.172, -0.989], [-1.816, 1.334, -2.688], [-1.546, 1.823, -3.960], [-2.109, 3.022, -4.370], [-2.955, 3.721, -3.520], [-3.239, 3.223, -2.255], [-2.663, 2.034, -1.835], [2.351, -0.268, -4.687], [2.869, -1.389, -3.426], [1.584, -0.224, -3.096], [1.391, -2.584, -5.047], [0.151, -1.352, -4.853], [1.366, -4.356, -3.896], [0.123, -4.643, -2.677], [2.871, -3.370, -2.172], [2.313, -4.954, -1.622], [1.574, -3.483, -0.975], [-0.889, 1.265, -4.614], [-1.889, 3.413, -5.355], [-3.395, 4.655, -3.845], [-3.906, 3.762, -1.595], [-2.881, 1.636, -0.852], [3.686, 4.089, 0.610], [2.494, 3.381, 2.575], [1.036, 5.107, 3.356], [2.031, -0.576, 4.149], [0.299, 0.732, 3.490]]
}


{
  "formula": "C5H8O",
  "method": "ωB97M-V with the def2-TZVPD basis set",
  "total_charge": 0,
  "energy_ev": -7358.177,
  "gap_ev": [8.36, 6.43],
  "de_lowest_kcal_mol": 94.0,
  "e_homo_ha": [-0.2752, -0.2439],
  "fmax_ev_per_a": 1.82,
  "species": ["O", "C", "C", "C", "C", "C", "H", "H", "H", "H", "H", "H", "H", "H"],
  "positions_angstrom": [[-2.646, -0.099, -0.284], [-1.337, -0.115, -0.551], [1.057, 1.683, -0.017], [1.627, 0.440, 0.138], [1.033, -0.821, 0.103], [-0.425, -1.028, 0.137], [-2.882, -0.879, 0.243], [-1.053, 0.614, -1.296], [1.615, 2.565, 0.285], [0.070, 1.865, -0.418], [2.694, 0.434, 0.374], [1.651, -1.711, 0.163], [-0.693, -2.077, -0.076], [-0.710, -0.869, 1.198]]
}


{
  "formula": "C19H22NO5PdS2",
  "method": "ωB97M-V with the def2-TZVPD basis set",
  "total_charge": -1,
  "energy_ev": -56941.130,
  "gap_ev": 7.36,
  "de_lowest_kcal_mol": 0.0,
  "e_homo_ha": -0.1877,
  "fmax_ev_per_a": 0.65,
  "species": ["Pd", "C", "C", "C", "C", "C", "C", "C", "C", "S", "C", "N", "C", "C", "C", "C", "C", "C", "C", "C", "H", "H", "H", "H", "H", "H", "H", "H", "H", "H", "H", "H", "H", "H", "H", "H", "O", "S", "O", "O", "O", "C", "C", "O", "H", "H", "H", "H", "H", "H"],
  "positions_angstrom": [[0.424, 0.006, 0.156], [3.538, -1.323, 4.355], [4.251, 0.013, 4.563], [5.759, -0.203, 4.380], [3.977, 0.491, 5.996], [3.770, 1.070, 3.571], [4.276, 2.384, 3.651], [3.892, 3.390, 2.788], [2.962, 3.083, 1.798], [2.244, 4.078, 0.558], [1.332, 2.711, 0.008], [1.555, 1.617, 0.683], [2.462, 1.787, 1.709], [2.853, 0.774, 2.581], [0.334, 2.614, -1.049], [-0.029, 3.643, -1.913], [-0.991, 3.393, -2.877], [-1.559, 2.121, -2.959], [-1.190, 1.102, -2.093], [-0.233, 1.326, -1.102], [3.902, -2.043, 5.092], [3.719, -1.738, 3.363], [2.458, -1.233, 4.478], [6.126, -0.920, 5.119], [6.319, 0.726, 4.502], [5.973, -0.598, 3.385], [4.313, -0.264, 6.710], [2.909, 0.656, 6.150], [4.499, 1.422, 6.222], [5.002, 2.621, 4.420], [4.305, 4.386, 2.883], [2.421, -0.211, 2.440], [0.429, 4.623, -1.839], [-1.296, 4.172, -3.563], [-2.304, 1.927, -3.723], [-1.633, 0.116, -2.173], [0.184, -3.911, 0.297], [0.424, -2.516, 0.038], [1.021, -1.787, 1.257], [1.244, -2.202, -1.128], [-0.889, -1.709, -0.105], [-4.219, 0.007, 1.881], [-2.881, 0.517, 1.373], [-1.797, 0.033, 2.145], [-5.046, 0.464, 1.332], [-4.335, 0.237, 2.941], [-4.287, -1.076, 1.758], [-2.844, 1.608, 1.429], [-2.744, 0.244, 0.322], [-1.561, -0.838, 1.791]]
}


{
  "formula": "C26H36N2O8",
  "method": "ωB97M-V with the def2-TZVPD basis set",
  "total_charge": 0,
  "energy_ev": -46905.634,
  "gap_ev": 8.50,
  "de_lowest_kcal_mol": 1.2,
  "smiles": "COc1cc(C(=O)NCCCCCCNC(=O)c2cc(OC)c(OC)c(OC)c2)cc(OC)c1OC",
  "e_homo_ha": -0.2851,
  "fmax_ev_per_a": 0.74,
  "species": ["C", "O", "C", "C", "C", "C", "O", "N", "C", "C", "C", "C", "C", "C", "N", "C", "O", "C", "C", "C", "O", "C", "C", "O", "C", "C", "O", "C", "C", "C", "C", "O", "C", "C", "O", "C", "H", "H", "H", "H", "H", "H", "H", "H", "H", "H", "H", "H", "H", "H", "H", "H", "H", "H", "H", "H", "H", "H", "H", "H", "H", "H", "H", "H", "H", "H", "H", "H", "H", "H", "H", "H"],
  "positions_angstrom": [[-2.899, -2.891, 2.509], [-1.868, -3.460, 1.736], [-0.849, -2.643, 1.321], [-0.572, -1.430, 1.939], [0.504, -0.651, 1.544], [0.729, 0.636, 2.252], [-0.192, 1.369, 2.588], [2.020, 0.922, 2.519], [2.425, 2.067, 3.297], [3.487, 2.917, 2.599], [3.066, 3.430, 1.222], [1.748, 4.204, 1.255], [1.548, 5.092, 0.026], [1.647, 4.339, -1.302], [0.718, 3.238, -1.389], [1.108, 1.961, -1.570], [2.278, 1.625, -1.657], [-0.002, 0.970, -1.654], [-1.020, 0.954, -0.709], [-1.953, -0.072, -0.719], [-2.959, -0.180, 0.193], [-3.114, 0.854, 1.146], [-1.898, -1.075, -1.708], [-2.809, -2.119, -1.691], [-4.151, -1.759, -1.952], [-0.891, -1.030, -2.679], [-0.747, -1.877, -3.731], [-1.090, -3.244, -3.604], [0.053, -0.006, -2.630], [1.318, -1.067, 0.496], [1.028, -2.248, -0.165], [1.717, -2.715, -1.239], [2.833, -1.979, -1.687], [-0.050, -3.062, 0.249], [-0.178, -4.215, -0.464], [-1.385, -4.950, -0.431], [-3.291, -1.988, 2.035], [-2.567, -2.662, 3.527], [-3.681, -3.649, 2.553], [-1.177, -1.082, 2.759], [2.733, 0.272, 2.230], [1.520, 2.649, 3.481], [2.819, 1.728, 4.264], [3.712, 3.763, 3.252], [4.402, 2.328, 2.491], [2.980, 2.590, 0.533], [3.859, 4.085, 0.851], [0.916, 3.503, 1.335], [1.728, 4.846, 2.139], [0.569, 5.574, 0.093], [2.306, 5.879, 0.017], [1.460, 5.038, -2.127], [2.642, 3.910, -1.430], [-0.266, 3.444, -1.318], [-1.035, 1.693, 0.074], [-3.960, 0.557, 1.765], [-2.224, 0.973, 1.770], [-3.347, 1.805, 0.656], [-4.545, -1.088, -1.186], [-4.715, -2.691, -1.944], [-4.245, -1.283, -2.935], [-2.170, -3.401, -3.574], [-0.679, -3.721, -4.495], [-0.626, -3.672, -2.715], [0.829, 0.009, -3.378], [2.119, -0.433, 0.154], [3.173, -2.490, -2.587], [2.576, -0.945, -1.929], [3.636, -1.988, -0.942], [-1.270, -5.716, -1.198], [-1.540, -5.426, 0.539], [-2.240, -4.314, -0.671]]
}


{
  "formula": "CH4Cl2SSi",
  "method": "ωB97M-V with the def2-TZVPD basis set",
  "total_charge": 0,
  "energy_ev": -44855.511,
  "gap_ev": [8.91, 5.07],
  "de_lowest_kcal_mol": 123.0,
  "e_homo_ha": [-0.3679, -0.2852],
  "fmax_ev_per_a": 5.02,
  "species": ["C", "Si", "S", "Cl", "Cl", "H", "H", "H", "H"],
  "positions_angstrom": [[-0.664, -0.330, 0.241], [-0.073, 1.144, -0.979], [2.601, -0.588, 1.160], [-1.569, 0.491, 1.622], [-1.965, -1.057, -0.788], [0.051, -0.994, 0.598], [-0.970, 2.175, -1.348], [0.923, 0.583, -1.982], [1.666, -1.424, 1.477]]
}


- Which formula does entry 5 have?
  CH4Cl2SSi